Entry 1:
{
  "formula": "C17H43IrS4SbSi3",
  "method": "ωB97M-V/def2-TZVPD",
  "symbols": ["Ir", "C", "C", "S", "C", "C", "S", "C", "C", "S", "C", "C", "S", "H", "H", "H", "H", "H", "H", "H", "H", "H", "H", "H", "H", "H", "H", "H", "H", "C", "Si", "C", "C", "Sb", "Si", "C", "C", "C", "Si", "C", "C", "C", "H", "H", "H", "H", "H", "H", "H", "H", "H", "H", "H", "H", "H", "H", "H", "H", "H", "H", "H", "H", "H", "H", "H", "H", "H", "H", "H"],
  "xyz": [[-0.104900, 0.031500, -0.317000], [-2.739400, -1.930100, -0.911400], [-3.553900, -0.941200, -0.092100], [-2.701900, 0.663000, 0.212300], [-2.667200, 0.763600, 2.033500], [-1.679900, -0.155900, 2.719300], [0.063700, 0.171800, 2.245600], [0.784400, -1.483400, 2.596200], [2.096700, -1.710400, 1.876400], [2.019600, -1.669200, 0.049200], [1.276000, -3.290600, -0.417400], [-0.071700, -3.178300, -1.109200], [-1.223600, -2.328800, 0.031100], [-2.457800, -1.513200, -1.878200], [-3.312700, -2.849200, -1.043200], [-3.814100, -1.362100, 0.878100], [-4.477500, -0.695000, -0.617300], [-3.677700, 0.544600, 2.382700], [-2.453800, 1.812100, 2.244100], [-1.890900, -1.198100, 2.482500], [-1.752800, -0.014500, 3.799100], [0.047200, -2.234700, 2.308700], [0.953600, -1.545400, 3.673100], [2.510300, -2.680400, 2.151600], [2.826600, -0.940000, 2.130900], [1.200800, -3.885900, 0.488600], [1.995600, -3.764500, -1.084800], [-0.455800, -4.176300, -1.320300], [0.001700, -2.599900, -2.031600], [0.242200, 0.646300, -6.765300], [-0.244400, -0.701600, -5.523300], [-2.092000, -1.138100, -5.442400], [0.915300, -2.203700, -5.442500], [0.131400, 0.514400, -2.869200], [-1.544400, 3.050200, -3.071600], [-3.293800, 2.328000, -2.997400], [-1.038200, 3.838900, -4.714600], [-0.835900, 3.720800, -1.445700], [3.093100, 1.102300, -2.885700], [2.966800, 2.002600, -1.222200], [3.305900, 2.095000, -4.480600], [3.937800, -0.589300, -2.870400], [0.115300, 0.241500, -7.767800], [1.280800, 0.949900, -6.678500], [-0.383400, 1.530700, -6.702400], [-2.372600, -1.594400, -6.388800], [-2.729300, -0.268900, -5.308700], [-2.320500, -1.862200, -4.664700], [0.845500, -2.732700, -6.390200], [0.642600, -2.912400, -4.665400], [1.956900, -1.926800, -5.311400], [-3.448700, 1.517700, -3.703700], [-4.021200, 3.102400, -3.238600], [-3.518900, 1.961500, -1.999900], [-1.451500, 3.303600, -5.565200], [0.037300, 3.917100, -4.849200], [-1.440000, 4.850400, -4.755800], [-0.564600, 2.915000, -0.758100], [-1.574200, 4.343700, -0.947300], [0.039400, 4.339400, -1.615400], [2.626100, 3.024400, -1.345500], [3.942400, 2.044500, -0.746600], [2.283300, 1.488700, -0.539200], [2.569200, 2.880100, -4.611200], [3.286200, 1.453900, -5.356800], [4.283500, 2.571400, -4.467000], [3.704400, -1.158800, -1.977200], [5.014300, -0.440300, -2.887700], [3.690200, -1.192200, -3.737600]],
  "atomic_forces_ev_per_a": [[-0.22, -0.38, 0.80], [0.21, -0.29, 0.10], [0.10, 0.27, 0.07], [0.52, -0.47, 0.17], [0.04, 0.12, -0.22], [0.19, -0.06, 0.06], [-0.13, -0.36, -0.68], [-0.16, 0.09, 0.10], [0.01, 0.12, -0.28], [-0.65, 0.15, 0.17], [0.15, 0.35, 0.15], [-0.38, -0.02, 0.07], [0.22, 0.60, -0.79], [0.02, -0.06, -0.02], [-0.02, 0.07, -0.07], [-0.08, 0.00, 0.02], [0.02, -0.10, 0.03], [0.04, 0.09, 0.05], [-0.07, 0.01, 0.04], [0.01, -0.04, 0.09], [0.01, -0.05, -0.03], [0.03, 0.06, 0.14], [-0.03, 0.01, -0.04], [0.06, 0.04, 0.09], [0.06, -0.08, 0.01], [0.05, -0.12, 0.07], [-0.05, -0.06, 0.04], [0.02, -0.02, -0.03], [-0.08, -0.05, 0.03], [-0.19, -0.51, 0.73], [-0.06, -0.17, -0.43], [0.81, 0.32, 0.22], [-0.43, 0.77, 0.22], [0.24, 0.36, -0.56], [-0.05, -0.51, -0.07], [0.74, 0.29, 0.04], [-0.10, -0.41, 0.69], [-0.15, -0.24, -0.63], [-0.36, -0.36, -0.11], [-0.01, -0.32, -0.63], [-0.15, -0.41, 0.69], [-0.48, 0.69, 0.04], [-0.07, -0.22, -0.15], [0.14, -0.03, 0.11], [-0.13, 0.06, 0.10], [0.06, -0.10, -0.28], [0.00, 0.17, 0.00], [0.08, -0.09, 0.12], [-0.11, -0.04, -0.28], [-0.12, -0.02, 0.12], [0.11, 0.13, 0.00], [0.10, -0.05, -0.18], [-0.04, 0.19, -0.04], [0.01, 0.05, 0.08], [-0.13, -0.13, 0.00], [0.13, -0.01, 0.12], [-0.11, 0.19, 0.11], [-0.07, 0.02, -0.07], [-0.24, 0.12, 0.03], [0.18, 0.07, -0.09], [-0.11, 0.20, -0.08], [0.28, -0.03, 0.06], [0.11, -0.02, -0.07], [-0.15, 0.12, 0.10], [-0.02, -0.20, -0.04], [0.25, 0.10, 0.10], [-0.02, 0.03, 0.12], [0.27, 0.13, -0.01], [-0.09, 0.02, -0.21]],
  "lowdin_charge": [0.37, -0.47, -0.45, 0.83, -0.47, -0.48, 0.84, -0.49, -0.47, 0.83, -0.45, -0.48, 0.87, 0.06, 0.11, 0.09, 0.10, 0.11, 0.09, 0.06, 0.11, 0.04, 0.11, 0.11, 0.09, 0.10, 0.10, 0.11, 0.04, -0.17, 0.58, -0.19, -0.18, 0.76, 0.64, -0.19, -0.18, -0.21, 0.62, -0.21, -0.18, -0.19, 0.06, 0.02, 0.02, 0.05, 0.02, 0.03, 0.06, 0.03, 0.02, 0.02, 0.06, -0.02, 0.03, 0.03, 0.05, -0.03, 0.05, 0.04, 0.04, 0.05, -0.03, 0.02, 0.03, 0.05, -0.03, 0.05, 0.02],
  "homo_ev": [-15.7, -16.7],
  "spin_multiplicity": 5,
  "orbital_gap_ev": [7.28, 5.40],
  "charge": 3,
  "fmax_ev_per_a": 1.01,
  "s_squared": 6.021
}



Entry 2:
{
  "formula": "C37H22F4N10NaOS",
  "method": "ωB97M-V/def2-TZVPD",
  "symbols": ["Na", "C", "C", "C", "C", "C", "N", "C", "C", "C", "C", "C", "C", "C", "N", "C", "C", "C", "N", "C", "C", "N", "C", "C", "C", "N", "H", "H", "H", "H", "H", "H", "H", "H", "H", "H", "H", "H", "H", "H", "H", "H", "H", "H", "O", "N", "C", "C", "C", "C", "C", "S", "H", "H", "H", "H", "F", "C", "C", "F", "C", "C", "C", "F", "C", "C", "C", "N", "C", "N", "F", "C", "C", "N", "C", "N"],
  "xyz": [[-0.808696, -0.078373, 1.317125], [-3.683153, 5.508773, 5.173217], [-2.785337, 4.608748, 4.373306], [-1.585355, 5.072744, 3.839844], [-0.805645, 4.272940, 3.044447], [-1.178630, 2.946791, 2.708325], [-0.447210, 2.160185, 1.916113], [0.255390, 2.673630, 0.897145], [-0.219177, 3.772345, 0.139192], [0.471253, 4.297347, -0.923646], [1.685554, 3.744234, -1.322019], [2.453944, 4.296577, -2.489057], [2.152037, 2.638551, -0.627693], [1.485611, 2.110157, 0.469028], [2.080149, 1.065893, 1.187432], [3.392369, 0.735156, 1.182612], [3.554538, -0.309140, 2.061176], [2.267183, -0.546718, 2.552404], [1.400446, 0.288019, 2.017897], [-2.356979, 2.469322, 3.326646], [-3.132302, 3.286859, 4.124903], [-2.847157, 1.170664, 3.071593], [-3.856699, 0.878361, 2.234475], [-4.121676, -0.461872, 2.374030], [-3.194464, -0.897868, 3.325933], [-2.438155, 0.100502, 3.742057], [-3.440662, 6.553820, 4.986297], [-3.586659, 5.327883, 6.246079], [-4.723717, 5.343731, 4.895480], [-1.265818, 6.087133, 4.051577], [0.122825, 4.650061, 2.637765], [-1.180615, 4.187378, 0.410876], [0.070410, 5.155531, -1.452568], [2.199997, 5.342319, -2.660820], [2.222879, 3.736586, -3.397245], [3.526299, 4.223076, -2.311334], [3.076403, 2.185062, -0.955030], [4.130078, 1.242851, 0.594081], [4.466544, -0.822274, 2.296405], [1.938579, -1.286832, 3.254457], [-4.050978, 2.878810, 4.532254], [-4.288099, 1.623447, 1.595161], [-4.850697, -1.039557, 1.844149], [-3.050956, -1.882674, 3.729996], [-2.308596, 0.013658, 0.023019], [-2.573736, -0.680312, -1.021752], [-2.637462, -0.077705, -2.215813], [-2.999130, -0.741718, -3.361995], [-3.274230, -2.103492, -3.290200], [-3.163470, -2.732747, -2.074814], [-2.803626, -2.023825, -0.924093], [-2.688950, -2.791527, 0.573552], [-2.405455, 0.975376, -2.195051], [-3.044135, -0.210450, -4.297520], [-3.553690, -2.656585, -4.172645], [-3.362440, -3.788035, -1.956849], [1.807545, -3.450166, -5.002923], [2.261656, -4.019055, -3.861680], [3.171628, -5.040707, -3.986482], [3.534590, -5.409215, -5.240204], [3.738660, -5.709779, -2.879008], [3.272055, -5.239763, -1.628934], [2.358190, -4.220997, -1.505862], [1.959449, -3.869683, -0.265153], [1.805085, -3.544446, -2.614121], [0.866779, -2.482667, -2.479936], [0.582256, -1.859607, -1.273571], [0.327868, -1.255864, -0.323582], [0.180645, -1.947896, -3.565933], [-0.419107, -1.482508, -4.435601], [3.746997, -5.807419, -0.494805], [4.694192, -6.753900, -3.017155], [5.245550, -7.461093, -1.948640], [5.749527, -8.111292, -1.136475], [5.201350, -7.195472, -4.240032], [5.676352, -7.631287, -5.199806]],
  "atomic_forces_ev_per_a": [[0.48, -0.20, 1.19], [0.07, -0.12, 0.06], [-0.13, 0.07, 0.10], [-0.15, -0.04, 0.06], [0.09, -0.07, -0.03], [-0.06, 0.23, 0.16], [-0.32, -0.53, 0.17], [0.19, 0.33, -0.24], [-0.02, -0.07, -0.12], [0.14, 0.01, 0.03], [0.10, -0.01, 0.01], [-0.10, -0.16, 0.01], [-0.03, 0.12, -0.08], [-0.65, 0.80, -0.46], [0.81, -0.27, 0.14], [0.40, -0.23, 0.18], [0.13, 0.08, -0.17], [0.18, 0.02, -0.03], [-0.34, -0.58, 0.42], [0.13, 0.58, 0.23], [0.06, 0.29, 0.01], [-0.15, 0.25, -0.54], [-0.60, -0.40, 0.01], [-0.37, 0.33, 0.12], [-0.28, 0.07, 0.00], [0.88, -0.40, 0.85], [-0.03, 0.10, 0.02], [-0.07, 0.04, 0.10], [-0.13, 0.07, 0.07], [0.01, 0.09, 0.00], [0.02, 0.04, -0.02], [0.02, 0.02, 0.07], [-0.03, 0.00, -0.06], [0.03, 0.04, -0.04], [0.07, 0.05, -0.14], [0.09, 0.04, -0.08], [0.10, -0.08, -0.04], [-0.03, 0.18, -0.08], [0.13, -0.06, 0.03], [-0.12, -0.15, 0.13], [-0.03, -0.03, 0.01], [0.02, 0.12, -0.09], [0.01, -0.12, -0.15], [0.07, -0.14, -0.04], [-0.66, 0.73, -0.52], [-0.24, -0.35, -0.64], [-0.23, 0.38, -0.77], [-0.15, 0.12, 0.09], [-0.10, -0.09, 0.17], [-0.09, 0.23, -0.78], [-0.08, -0.74, 0.80], [0.21, -0.49, 0.46], [0.04, 0.06, 0.09], [0.08, 0.10, -0.06], [-0.02, -0.07, -0.15], [0.05, 0.03, 0.03], [0.24, -0.27, 0.56], [0.28, -0.35, -0.74], [-0.35, 0.39, -0.49], [-0.17, 0.20, 0.59], [0.39, -0.40, -0.07], [-0.21, 0.28, 0.55], [0.29, -0.37, 0.68], [0.28, -0.21, -0.60], [-0.44, 0.43, 0.04], [0.97, -1.22, -0.25], [-0.27, 0.73, 1.34], [0.34, -0.31, -0.49], [-0.59, 0.47, -1.11], [0.28, -0.03, -0.05], [-0.26, 0.26, -0.52], [-0.85, 0.95, 0.14], [0.41, -0.60, 1.04], [-0.05, 0.10, -0.05], [0.36, -0.35, -1.14], [-0.05, 0.07, 0.08]],
  "lowdin_charge": [0.21, -0.08, -0.31, -0.08, -0.04, -0.24, 0.06, -0.24, -0.03, -0.07, -0.31, -0.08, 0.00, -0.12, -0.07, -0.07, -0.07, -0.14, 0.05, -0.14, 0.01, -0.13, -0.09, -0.12, -0.21, 0.09, 0.06, 0.07, 0.07, 0.10, 0.11, 0.11, 0.10, 0.06, 0.07, 0.07, 0.10, 0.10, 0.08, 0.10, 0.12, 0.13, 0.08, 0.09, -0.22, -0.23, -0.04, -0.13, -0.12, -0.13, -0.75, 0.57, 0.13, 0.09, 0.09, 0.09, 0.09, -0.13, -0.14, 0.08, -0.05, -0.14, -0.13, 0.11, -0.05, -0.14, -0.13, 0.26, -0.19, 0.20, 0.09, -0.20, -0.25, 0.13, -0.25, 0.13],
  "homo_ev": [-2.0, -2.0],
  "spin_multiplicity": 2,
  "orbital_gap_ev": [5.57, 3.79],
  "charge": -2,
  "fmax_ev_per_a": 1.58,
  "s_squared": 0.797
}